Entry 1:
Density functional theory data (the ωB97M-V functional and the def2-TZVPD basis) for 9 unconnected molecules or ions with the total composition C13H35BBrN9O20.

XYZ file:
```
79
Properties=species:S:1:pos:R:3:mulliken_charge:R:1
C 3.69 -0.32 -0.95 -0.49
O 3.74 -1.74 -1.07 -0.37
B 2.60 -2.48 -1.22 0.03
O 2.42 -3.37 -2.28 -0.53
N 1.59 -2.47 -0.17 0.83
C 0.40 -3.22 -0.40 0.39
O 0.25 -4.34 -0.01 -0.58
O -0.59 -2.62 -1.11 -0.34
C -0.54 -1.20 -1.35 0.41
C -1.96 -0.74 -1.68 0.06
C -2.63 0.00 -0.52 -1.38
Br -1.92 0.42 -3.25 -0.20
H 4.37 -0.01 -0.14 0.13
H 4.02 0.14 -1.89 0.38
H 2.68 0.05 -0.71 0.17
H 2.03 -2.99 -3.08 0.32
H 1.45 -1.58 0.29 -0.11
H 0.16 -0.98 -2.17 0.33
H -0.17 -0.73 -0.44 -0.30
H -2.54 -1.61 -1.98 0.34
H -2.04 0.88 -0.23 0.36
H -3.64 0.32 -0.79 0.45
H -2.69 -0.68 0.35 0.31
C -0.53 -5.50 -2.79 -0.48
N -1.65 -6.06 -3.59 0.92
O -2.19 -7.08 -3.19 -0.55
O -1.96 -5.46 -4.60 -0.55
H -0.36 -6.13 -1.93 0.31
H 0.34 -5.46 -3.44 0.30
H -0.81 -4.50 -2.48 0.05
C 2.78 -3.59 2.93 -0.66
N 3.84 -2.55 3.15 0.95
O 4.34 -2.47 4.25 -0.56
O 4.13 -1.85 2.21 -0.50
H 2.63 -4.11 3.87 0.33
H 1.89 -3.06 2.61 0.09
H 3.11 -4.25 2.14 0.33
C -3.71 3.19 -7.30 -0.67
N -3.32 2.81 -5.91 0.88
O -2.24 2.30 -5.73 -0.53
O -4.13 3.04 -5.04 -0.54
H -2.90 2.92 -7.97 0.32
H -4.62 2.65 -7.53 0.27
H -3.89 4.26 -7.30 0.25
C -7.26 5.76 -7.53 -0.69
N -6.51 5.32 -8.74 0.85
O -7.12 4.76 -9.62 -0.51
O -5.32 5.55 -8.75 -0.51
H -8.30 5.49 -7.66 0.31
H -6.81 5.27 -6.68 0.26
H -7.12 6.84 -7.45 0.29
C 0.16 -0.28 3.70 -0.23
N -0.11 0.53 2.47 0.91
O -0.88 1.46 2.55 -0.53
O 0.47 0.20 1.46 -0.63
H -0.43 0.14 4.51 -0.03
H -0.13 -1.30 3.48 0.27
H 1.23 -0.22 3.89 0.09
C -1.93 2.80 5.68 -0.59
N -2.34 1.53 6.34 0.89
O -2.47 0.54 5.64 -0.53
O -2.52 1.56 7.54 -0.54
H -1.80 2.60 4.62 0.20
H -2.71 3.53 5.87 0.32
H -1.00 3.12 6.15 0.27
C 4.57 -0.17 6.78 -0.73
N 3.57 0.84 6.34 0.81
O 3.74 1.99 6.66 -0.50
O 2.64 0.43 5.66 -0.47
H 5.33 0.34 7.36 0.30
H 4.05 -0.92 7.36 0.30
H 4.97 -0.62 5.88 0.28
C 4.39 1.58 3.24 -0.55
N 5.01 2.23 2.05 0.94
O 5.97 2.95 2.23 -0.56
O 4.49 1.99 0.98 -0.57
H 4.94 1.90 4.12 0.32
H 3.35 1.90 3.28 0.26
H 4.45 0.51 3.08 0.16
```

Summary:
* HOMO: -10.133 eV
* calculated total energy: -139109.344 eV
* SMILES: COB(O)NC(=O)OC[C@@H](C)Br.C[N+](=O)[O-].C[N+](=O)[O-].C[N+](=O)[O-].C[N+](=O)[O-].C[N+](=O)[O-].C[N+](=O)[O-].C[N+](=O)[O-].C[N+](=O)[O-]
* orbital gap: 9.59 eV
* charge: 0

***

Entry 2:
Density functional theory data (the ωB97M-V functional and the def2-TZVPD basis) for a molecular structure, C13H35BrFN2NbO7P.

XYZ file:
```
61
Properties=species:S:1:pos:R:3:mulliken_charge:R:1
C 5.17 -3.12 0.47 -0.92
C 5.55 -2.06 -0.60 -0.18
C 5.35 -0.67 0.02 0.53
O 6.11 -0.31 0.83 -0.55
O 4.31 0.12 -0.34 -0.38
C 3.12 -0.42 0.34 -0.16
C 1.85 0.40 0.01 -0.71
Nb 0.09 -0.84 -0.80 -0.26
C 0.52 -2.53 0.63 -1.23
Br -0.59 1.23 -2.35 -0.49
C -1.49 -2.18 -1.75 -1.26
N -2.33 -2.93 -0.81 -0.11
C -2.02 -4.35 -0.70 -0.87
C -1.36 0.05 0.76 -0.58
C -2.62 0.59 0.21 0.45
O -2.93 1.71 0.24 -0.50
F -3.52 -0.26 -0.36 -0.30
P 1.69 -1.68 -2.60 0.41
N 0.91 -1.92 -4.14 -0.61
O 2.74 -0.40 -2.92 -0.48
H 5.27 -4.14 0.07 0.34
H 5.78 -2.98 1.37 0.28
H 4.13 -3.02 0.78 0.20
H 6.56 -2.21 -0.97 0.39
H 4.87 -2.16 -1.46 0.10
H 3.37 -0.41 1.41 0.52
H 3.01 -1.45 -0.02 0.07
H 2.15 1.17 -0.71 0.43
H 1.58 0.91 0.94 0.31
H 1.29 -2.31 1.38 0.36
H 0.82 -3.43 0.06 0.26
H -0.40 -2.79 1.16 0.41
H -2.11 -1.59 -2.44 0.27
H -0.96 -2.89 -2.40 0.67
H -2.35 -2.51 0.11 0.21
H -2.98 -4.89 -0.55 0.31
H -1.41 -4.61 0.18 0.26
H -1.59 -4.77 -1.62 0.31
H -0.92 0.85 1.36 0.35
H -1.65 -0.76 1.45 0.35
H 1.17 -2.79 -4.57 0.26
H -0.09 -1.78 -4.11 0.25
H 2.34 0.06 -3.68 0.27
C -5.23 4.41 -1.27 -0.47
O -6.03 3.40 -0.67 -0.50
H -5.82 4.90 -2.05 0.24
H -4.94 5.16 -0.52 0.23
H -4.34 3.97 -1.72 0.23
H -5.48 2.99 0.01 0.27
C -5.63 3.48 3.28 -0.53
O -4.37 3.47 2.62 -0.44
H -5.63 4.28 4.01 0.21
H -6.43 3.65 2.56 0.25
H -5.79 2.53 3.79 0.25
H -4.38 2.76 1.98 0.26
C 2.45 3.95 2.67 -0.60
O 2.70 3.11 1.56 -0.37
H 1.74 3.45 3.32 0.21
H 3.38 4.13 3.23 0.26
H 2.03 4.90 2.34 0.27
H 3.33 3.56 0.99 0.25
```

Summary:
* HOMO: -4.372 eV
* calculated total energy: -114958.440 eV
* orbital gap: 6.22 eV
* charge: -1

***

Entry 3:
Density functional theory data (the ωB97M-V functional and the def2-TZVPD basis) for a molecular structure, C13H35CuN2O11.

XYZ file:
```
62
Properties=species:S:1:pos:R:3:mulliken_charge:R:1
Cu -5.65 1.48 -6.16 0.85
N -4.41 -2.57 -3.03 1.09
O -3.31 -3.13 -3.19 -0.26
O -4.59 -1.45 -3.59 -0.46
O -5.24 -3.29 -2.49 -0.38
C -3.16 -3.33 9.44 -1.15
C -4.11 -2.87 8.27 -0.21
O -3.57 -3.37 7.10 -0.24
C -4.11 -3.17 5.92 0.75
O -5.30 -3.01 5.66 -0.59
O -3.15 -3.21 5.01 -0.32
C -3.42 -2.71 3.67 -0.63
H -3.20 -4.39 9.69 0.31
H -3.46 -2.80 10.35 0.36
H -2.09 -3.18 9.28 0.32
H -4.16 -1.78 8.24 0.30
H -5.10 -3.30 8.37 0.29
H -3.85 -1.71 3.61 0.29
H -4.19 -3.40 3.32 0.30
H -2.53 -2.77 3.04 0.23
C -7.60 -1.64 -6.27 -0.75
O -6.75 -0.98 -7.23 -0.25
C -5.94 -1.84 -8.02 -0.56
C -4.97 -1.13 -8.87 -0.89
N -4.09 -0.24 -7.99 -0.01
C -3.28 0.66 -8.79 -0.82
C -2.29 1.45 -7.96 -0.74
O -3.08 2.10 -6.92 -0.23
C -2.15 2.79 -6.04 -0.79
H -8.27 -2.31 -6.80 0.31
H -8.18 -1.04 -5.58 0.28
H -6.91 -2.22 -5.66 0.28
H -6.62 -2.37 -8.69 0.40
H -5.41 -2.52 -7.36 0.37
H -5.61 -0.57 -9.55 0.38
H -4.39 -1.71 -9.58 0.45
H -3.46 -0.90 -7.55 0.19
H -3.91 1.40 -9.28 0.38
H -2.65 0.21 -9.56 0.37
H -1.83 2.26 -8.52 0.43
H -1.42 0.91 -7.59 0.48
H -1.46 3.38 -6.64 0.30
H -1.62 1.99 -5.53 0.34
H -2.60 3.47 -5.33 0.26
C 0.30 -3.97 -7.02 -0.38
O -0.55 -3.99 -8.18 -0.52
H 1.18 -4.58 -7.24 0.24
H 0.65 -2.95 -6.87 0.18
H -0.25 -4.43 -6.20 0.18
H -1.22 -4.68 -8.16 0.29
C -4.61 -7.68 -5.91 -0.44
O -5.92 -7.47 -5.33 -0.48
H -3.87 -8.15 -5.26 0.26
H -4.71 -8.40 -6.73 0.26
H -4.12 -6.74 -6.14 0.13
H -5.78 -6.93 -4.55 0.28
C -0.42 -7.10 0.13 -0.54
O -0.30 -6.63 -1.17 -0.47
H -1.03 -8.00 0.15 0.26
H 0.51 -7.40 0.61 0.24
H -0.75 -6.37 0.87 0.21
H -1.17 -6.27 -1.36 0.29
```

Summary:
* HOMO (alpha / beta): -11.787 / -11.787 eV
* spin multiplicity: 2
* expectation value of S²: 0.7568
* calculated total energy: -84173.021 eV
* orbital gap (alpha / beta): 6.58 / 4.63 eV
* charge: +1

***

Entry 4:
Density functional theory data (the ωB97M-V functional and the def2-TZVPD basis) for a molecular structure, C13H36AlAsClO5SSi3.

XYZ file:
```
61
Properties=species:S:1:pos:R:3:mulliken_charge:R:1
Al 10.89 9.12 7.17 -0.56
C 11.14 9.92 10.48 -0.95
O 10.53 9.31 9.27 0.43
Si 9.17 8.27 9.41 -0.04
C 9.55 6.78 10.47 -1.17
C 7.69 9.05 10.21 -0.57
C 9.08 8.01 7.56 1.25
Si 7.60 8.71 6.59 0.57
C 7.51 8.81 4.74 -1.09
C 5.92 7.94 7.10 -1.21
C 7.48 10.46 7.32 -1.47
Si 9.29 6.22 7.08 0.44
C 9.08 6.03 5.16 -1.14
C 7.98 5.17 7.94 -1.12
C 10.91 5.27 7.43 -0.71
H 10.86 9.37 11.36 0.33
H 10.77 10.95 10.49 0.27
H 12.23 9.94 10.29 0.23
H 9.54 7.16 11.51 0.42
H 10.55 6.31 10.30 0.23
H 8.74 6.08 10.36 0.39
H 7.82 10.06 10.69 0.33
H 7.24 8.32 10.93 0.34
H 6.97 9.17 9.36 -0.14
H 6.92 8.00 4.29 0.41
H 8.53 8.89 4.31 0.22
H 7.04 9.79 4.51 0.42
H 5.68 7.04 6.51 0.38
H 5.03 8.64 6.95 0.37
H 5.85 7.63 8.17 0.31
H 7.65 11.22 6.55 0.46
H 8.23 10.72 8.09 0.31
H 6.49 10.57 7.74 0.58
H 8.04 6.16 4.91 0.32
H 9.43 5.04 4.80 0.40
H 9.72 6.76 4.64 0.22
H 7.13 5.01 7.26 0.36
H 7.58 5.74 8.82 0.21
H 8.41 4.22 8.29 0.37
H 11.72 5.78 6.86 -0.23
H 10.78 4.25 6.96 0.33
H 11.24 5.18 8.48 0.30
O 9.46 11.72 5.14 -0.51
Cl 10.71 11.15 5.68 1.63
O 10.78 11.00 7.23 -0.39
O 11.84 11.89 5.23 -0.55
O 10.83 9.63 5.35 -0.38
C 13.35 7.23 4.72 -0.95
As 14.40 7.88 6.25 0.74
C 15.37 9.50 5.85 -0.97
C 15.60 6.51 6.91 -0.98
S 12.92 8.33 7.80 -0.64
H 14.00 7.12 3.82 0.50
H 12.52 7.94 4.52 0.18
H 12.87 6.24 4.90 0.34
H 15.96 9.38 4.93 0.42
H 16.06 9.67 6.68 0.37
H 14.69 10.34 5.72 0.28
H 16.65 6.82 6.78 0.40
H 15.43 5.50 6.41 0.34
H 15.38 6.44 7.97 0.34
```

Summary:
* HOMO: -11.698 eV
* calculated total energy: -138721.522 eV
* orbital gap: 9.08 eV
* charge: +1

***

Number 1: strongest force on any atom 0.0160 hartree/bohr. Number 2: strongest force on any atom 0.0860 hartree/bohr. Number 3: strongest force on any atom 0.0611 hartree/bohr. Number 4: strongest force on any atom 0.0825 hartree/bohr.